No. 1
{
  "formula": "C4H17N2O5",
  "method": "wB97M-V/def2-TZVPD",
  "de_lowest_kcal_mol": 18.3,
  "total_energy_ev": -17641.5237,
  "total_charge": -1,
  "species": ["C", "N", "C", "C", "O", "N", "C", "O", "H", "H", "H", "H", "H", "H", "H", "H", "H", "H", "H", "H", "H", "O", "H", "H", "O", "H", "H", "O"],
  "coordinates": [[0.0935, 0.7055, -1.1801], [1.4679, 1.0187, -1.7345], [0.1465, -0.5735, -0.3510], [-0.1732, -1.8534, -1.1859], [1.0128, -2.0712, -1.9804], [-0.8246, -0.6610, 0.8758], [-2.2113, -0.2670, 0.6083], [-2.3834, 1.1148, 0.6722], [-0.5781, 0.7326, -2.0682], [-0.3169, 1.5583, -0.5173], [2.1658, 0.9244, -1.0092], [1.4559, 1.9570, -2.0718], [1.1483, -0.7509, 0.1001], [-0.4151, -2.7149, -0.5675], [-0.9808, -1.4890, -1.8733], [1.2263, -1.2903, -2.5127], [-0.4733, 0.0784, 1.4325], [-2.6232, -0.4810, -0.3676], [-2.8980, -0.6729, 1.3804], [0.9945, -2.6965, 1.5532], [1.6012, -3.6214, 0.3006], [1.5720, -3.4512, 1.2645], [-1.5945, 1.5419, 1.3127], [-0.7262, 2.3230, 2.8124], [-0.4478, 1.8615, 2.0140], [0.5797, 2.7656, 1.4533], [1.8110, 2.6282, 0.5554], [1.3710, 3.3841, 1.0837]],
  "forces_ev_per_a": [[0.3, 2.2, 0.6], [-1.1, -1.2, 0.2], [-2.2, -2.1, 1.7], [1.0, 3.1, -1.3], [-0.2, -1.3, -0.2], [0.8, -0.8, -2.7], [-0.5, 1.3, 0.9], [0.5, 1.3, 0.4], [0.2, -0.7, 0.6], [0.8, -1.3, -0.9], [0.0, 0.2, 0.1], [0.2, 0.7, -0.1], [-0.5, 0.4, -0.4], [0.1, 0.0, -0.3], [0.1, -1.1, 0.6], [-0.3, 0.1, 0.5], [0.3, 0.8, 1.4], [0.3, -1.1, -0.5], [0.5, -0.6, -0.2], [0.5, -1.0, -1.3], [-0.5, 0.9, 0.9], [-0.1, 0.1, 0.4], [-0.7, -0.4, -0.6], [0.1, -0.1, 0.0], [-0.1, 0.3, 0.4], [0.6, 1.0, -0.1], [-0.7, 2.1, 1.1], [0.3, -2.8, -1.2]],
  "mulliken_charge": [-0.611, -0.585, 0.313, -1.126, -0.572, -0.559, -0.318, -0.685, 0.209, 0.378, 0.232, 0.263, 0.380, 0.435, 0.392, 0.345, 0.506, 0.211, 0.260, 0.371, 0.328, -0.674, 0.396, 0.167, -0.983, 0.430, 0.267, -0.772]
}


No. 2
{
  "formula": "C4H17N3O3",
  "method": "wB97M-V/def2-TZVPD",
  "de_lowest_kcal_mol": 33.9,
  "total_energy_ev": -15035.5579,
  "smiles": "N/C=C(\\N)CCN.O.O.O",
  "species": ["C", "C", "C", "C", "N", "N", "N", "H", "H", "H", "H", "H", "H", "H", "H", "H", "H", "H", "H", "H", "O", "H", "H", "O", "H", "H", "O"],
  "coordinates": [[-1.3641, 1.9023, -0.6511], [-0.9197, 0.6619, 0.1206], [-0.1030, -0.3249, -0.6667], [1.1910, -0.5767, -0.9139], [1.5562, -1.7247, -1.6731], [-1.0897, -1.1390, -1.3558], [-2.4204, 1.8849, -1.6739], [-0.5044, 2.3849, -1.1204], [-1.7820, 2.4758, 0.1929], [-0.2994, 1.0647, 0.9740], [-1.6849, 0.0225, 0.6222], [1.8356, 0.2089, -0.4947], [2.4996, -1.8031, -2.0119], [1.2881, -2.5545, -1.1509], [-1.8970, -0.5691, -1.5823], [-0.6580, -1.5188, -2.1937], [-3.2709, 1.4038, -1.4306], [-2.0264, 1.6049, -2.5620], [2.0822, 0.9022, 1.7086], [2.8979, 1.6090, 0.6674], [2.1671, 1.7805, 1.2720], [1.4398, -0.1448, 3.5394], [1.5315, -1.3076, 2.5582], [2.0066, -0.5095, 2.8447], [-0.1354, -2.0613, 1.2524], [-1.5802, -1.6220, 1.7517], [-0.7602, -2.0502, 1.9769]],
  "forces_ev_per_a": [[-1.6, 0.3, 0.9], [2.4, -0.3, 1.4], [-2.0, -1.2, -1.8], [-0.4, 1.5, 1.2], [-0.4, 0.1, 0.3], [0.9, -0.1, 0.2], [1.0, 0.0, 0.0], [0.0, 0.1, 0.5], [0.4, 0.7, -0.6], [-0.5, -0.3, -0.9], [-0.1, 1.0, -0.6], [0.5, -1.0, -0.3], [0.1, 0.2, 0.2], [0.2, 0.0, -0.4], [0.1, -0.2, 0.0], [-0.3, -0.1, 0.0], [0.0, -0.2, 0.0], [-0.5, -0.2, 0.0], [-0.1, 0.5, 0.0], [0.0, 0.4, 0.0], [0.2, -0.6, 0.0], [0.1, -0.1, -0.1], [0.1, 0.4, 0.2], [-0.3, -0.3, 0.1], [-0.5, 0.3, -0.7], [0.0, 0.1, -0.6], [0.6, -0.6, 1.3]],
  "mulliken_charge": [-0.635, -0.518, -0.244, 0.268, -0.579, -0.529, -0.615, 0.365, 0.360, 0.161, 0.326, 0.214, 0.248, 0.204, 0.217, 0.283, 0.237, 0.253, 0.377, 0.311, -0.635, 0.336, 0.314, -0.716, 0.322, 0.316, -0.640]
}


No. 3
{
  "formula": "C4H17NO3",
  "method": "wB97M-V/def2-TZVPD",
  "s_squared": 0.7504,
  "multiplicity": 2,
  "de_lowest_kcal_mol": 0.0,
  "total_energy_ev": -12055.3166,
  "total_charge": -1,
  "species": ["C", "N", "C", "C", "C", "H", "H", "H", "H", "H", "H", "H", "H", "H", "H", "H", "H", "H", "O", "H", "H", "O", "H", "H", "O"],
  "coordinates": [[-2.1982, 1.0948, 0.2681], [-0.9034, 0.5475, -0.0145], [-0.8654, 1.1536, -2.4278], [-0.5790, 0.1005, -1.3556], [-1.2964, -1.2066, -1.6859], [-2.5120, 1.9469, -0.3087], [-2.2869, 1.2991, 1.3379], [-2.9323, 0.2886, 0.1240], [-0.1137, 1.0380, 0.4010], [-1.9280, 1.3567, -2.5183], [-0.6817, 0.7814, -3.4432], [-0.3206, 2.0621, -2.1841], [0.4807, -0.1214, -1.3580], [-0.8680, -2.0280, -1.1056], [-1.0658, -1.5092, -2.7194], [-2.3836, -1.2214, -1.5931], [0.6093, -2.6805, 0.5692], [1.8117, -2.0414, 1.0337], [1.5522, -2.6739, 0.3348], [0.1575, -0.7137, 1.8908], [1.4770, -0.0234, 2.1579], [0.8546, -0.6763, 2.5620], [4.7628, 1.2974, 2.5973], [4.3130, 1.1570, 4.0443], [4.9159, 0.7722, 3.3933]],
  "forces_ev_per_a": [[-0.3, -1.3, 0.6], [0.9, -0.3, 0.3], [-0.3, -0.4, -0.3], [-1.0, 0.0, -0.3], [0.6, -0.8, -0.6], [-0.1, 0.6, -0.3], [0.3, 0.3, -0.1], [-0.1, 0.3, -0.2], [-0.3, 0.2, 0.0], [-0.4, 0.3, 0.5], [0.7, 0.1, 0.2], [0.0, 0.2, -0.3], [0.3, 0.0, 0.1], [-0.2, 0.1, 0.3], [-0.1, 0.3, 0.0], [0.0, 0.3, 0.2], [0.1, -0.3, -0.4], [0.5, -0.1, -0.3], [-0.6, 0.4, 0.7], [-0.2, 0.2, 0.0], [0.0, 0.0, 0.3], [0.3, 0.0, -0.3], [-0.2, -0.1, -0.1], [-0.1, -0.1, -0.2], [0.2, 0.2, 0.2]],
  "mulliken_spin": [0.446, -0.190, -0.005, 0.730, 0.079, 0.006, -0.237, 0.039, -0.271, 0.042, -0.024, -0.184, 0.131, -0.084, -0.010, -0.017, -0.051, -0.010, 0.237, 0.091, 0.189, -0.218, -0.246, -0.149, 0.708]
}


No. 4
{
  "formula": "C4H17NO3",
  "method": "wB97M-V/def2-TZVPD",
  "de_lowest_kcal_mol": 27.4,
  "total_energy_ev": -12055.5566,
  "smiles": "CCNCC.O.O.O",
  "species": ["C", "N", "C", "C", "C", "H", "H", "H", "H", "H", "H", "H", "H", "H", "H", "H", "H", "H", "O", "H", "H", "O", "H", "H", "O"],
  "coordinates": [[-0.9172, 1.2202, -0.8886], [-0.2985, -0.1081, -0.9236], [-0.5011, -0.8160, 0.3968], [-0.1806, -2.2882, 0.2394], [-2.4266, 1.2279, -0.8988], [-0.4606, 1.8611, -0.1152], [-0.4569, 1.6934, -1.7988], [-0.7831, -0.5693, -1.6930], [0.3598, -0.3125, 0.8564], [-1.4297, -0.5722, 0.8890], [0.8891, -2.6004, 0.2660], [-0.5668, -2.8107, 1.1295], [-0.6166, -2.6925, -0.6784], [-2.7885, 1.4582, -1.9070], [-2.9108, 1.9721, -0.2687], [-2.9212, 0.2998, -0.6594], [-0.2491, 1.5273, 3.4202], [0.4610, 0.9518, 2.1734], [-0.0665, 1.7005, 2.4943], [3.2613, -0.6324, -1.6840], [1.6992, -0.3736, -1.9024], [2.5995, -0.2365, -2.2531], [3.1763, 0.6504, 0.9272], [2.6903, -0.7096, 1.6000], [2.4371, 0.1596, 1.2788]],
  "forces_ev_per_a": [[2.0, 1.0, -1.0], [-1.1, -0.4, 0.5], [2.7, 0.9, -1.9], [0.1, -0.8, 1.0], [-1.0, 0.8, -0.8], [-0.4, -0.7, 0.3], [-1.0, -0.1, 0.4], [0.0, -0.4, 0.3], [-0.7, -0.5, 0.9], [-0.4, -0.1, 0.1], [-0.5, 0.8, -0.4], [-0.3, -0.1, -0.5], [-0.1, -0.1, 0.2], [0.1, 0.0, 0.0], [0.3, 0.2, 0.2], [0.3, -0.6, 0.3], [0.1, -0.1, 0.1], [0.0, 0.4, 0.2], [0.0, -0.1, -0.2], [-0.4, -0.2, 0.2], [0.4, 0.0, 0.5], [-0.2, 0.2, -0.6], [0.4, -0.2, 0.0], [0.5, 0.2, -0.2], [-0.9, 0.0, 0.3]],
  "mulliken_charge": [-0.506, -0.380, 0.833, -1.240, -1.141, 0.321, 0.367, 0.250, -0.918, 0.530, 0.309, 0.342, 0.298, 0.318, 0.291, 0.384, 0.277, 0.299, -0.605, 0.283, 0.390, -0.681, 0.262, 0.297, -0.579]
}


No. 5
{
  "formula": "C4H17NO3",
  "method": "wB97M-V/def2-TZVPD",
  "de_lowest_kcal_mol": 32.7,
  "total_energy_ev": -12055.3299,
  "smiles": "CCN(C)C.O.O.O",
  "species": ["C", "C", "N", "C", "C", "H", "H", "H", "H", "H", "H", "H", "H", "H", "H", "H", "H", "H", "O", "H", "H", "O", "H", "H", "O"],
  "coordinates": [[2.6789, 1.4448, -0.8408], [1.1507, 1.6296, -0.7447], [0.4917, 0.3331, -0.5754], [-0.8562, 0.4929, -0.0073], [0.4033, -0.3631, -1.8718], [2.9817, 0.9334, 0.0473], [2.8754, 0.9050, -1.7498], [3.1756, 2.4136, -0.8485], [0.8149, 2.0861, -1.6935], [0.8505, 2.3712, -0.0176], [-1.3500, 1.3928, -0.3896], [-0.7698, 0.6617, 1.0699], [-1.3691, -0.4481, -0.1300], [0.1595, 0.3205, -2.6952], [1.3981, -0.7235, -2.0701], [-0.3331, -1.1550, -1.8202], [-4.5806, 1.0452, -1.3319], [-3.1681, 0.2803, -1.4822], [-4.0832, 0.2396, -1.2059], [0.3455, -0.5874, 2.7186], [-0.8077, -0.0099, 3.4958], [-0.0702, -0.6203, 3.5865], [0.5415, -2.7203, 0.4278], [1.7714, -2.9594, 1.4663], [0.8339, -2.8354, 1.3316]],
  "forces_ev_per_a": [[-1.3, 1.0, 0.3], [0.6, -0.2, -1.1], [-1.0, 0.2, -0.1], [1.3, 0.4, 0.6], [0.6, 0.8, 0.7], [0.5, -0.6, 0.4], [0.5, -0.3, -0.2], [0.1, 0.0, -0.2], [-0.1, 0.0, 0.0], [0.0, -0.2, 0.8], [-0.5, -0.3, -0.4], [0.0, 0.0, 0.0], [-0.6, 0.0, -0.1], [-0.3, 0.0, 0.0], [0.2, -0.6, -0.4], [0.1, -0.3, -0.1], [0.5, 0.4, -0.3], [-0.1, 0.7, -0.2], [-0.5, -1.1, 0.5], [0.1, -0.3, -0.1], [-0.1, 0.0, 0.2], [0.0, 0.3, -0.1], [0.8, 0.0, -0.2], [0.2, 0.0, -0.8], [-1.0, 0.1, 1.0]],
  "mulliken_charge": [-1.249, -0.577, 0.205, -1.125, -1.257, 0.315, 0.315, 0.387, 0.334, 0.512, 0.310, 0.101, 0.514, 0.372, 0.355, 0.439, 0.314, 0.350, -0.645, 0.367, 0.316, -0.645, 0.298, 0.305, -0.611]
}


No. 6
{
  "formula": "C4H17NO5S",
  "method": "wB97M-V/def2-TZVPD",
  "s_squared": 0.7532,
  "multiplicity": 2,
  "de_lowest_kcal_mol": 82.4,
  "total_energy_ev": -26983.5148,
  "total_charge": -1,
  "species": ["C", "C", "C", "S", "N", "C", "O", "H", "H", "H", "H", "H", "H", "H", "H", "H", "H", "H", "O", "H", "H", "O", "H", "H", "O", "H", "H", "O"],
  "coordinates": [[-1.1444, -2.4951, -1.0891], [-0.3205, -1.1523, -1.4813], [0.9727, -1.5852, -2.2036], [0.8512, -2.9415, -3.2916], [0.2907, -0.6313, -0.2177], [-0.5829, 0.5767, 0.1765], [-0.3090, 0.9088, 1.4572], [-0.3747, -3.3236, -1.0575], [-1.9135, -2.5524, -1.8919], [-1.4166, -2.3690, -0.1016], [-0.9983, -0.5049, -1.9467], [1.0578, -0.6713, -3.0132], [1.9144, -1.5721, -1.6199], [0.2929, -1.1922, 0.6321], [-0.3485, 1.5797, -0.2502], [-1.6841, 0.5821, -0.0565], [-2.9663, 1.5714, 1.8342], [-3.7500, 3.0747, 1.3932], [-3.7987, 2.1646, 1.2874], [3.8265, 1.2037, 0.0290], [3.9089, -0.1050, -0.7669], [4.4274, 0.7558, -0.7405], [-1.2542, 0.8136, 2.2809], [-1.8438, 2.0188, 3.3025], [-2.1919, 1.1095, 3.0650], [1.8319, 2.0957, 1.3259], [2.6856, 0.8630, 1.7465], [2.8373, 1.7779, 1.1979]],
  "forces_ev_per_a": [[2.3, 1.0, -2.9], [2.5, -4.8, 4.2], [-0.2, 3.0, -3.2], [0.1, -0.6, -0.6], [-2.6, 3.7, -0.9], [0.7, 1.7, 0.3], [-0.4, -0.8, 2.7], [-1.2, 0.5, -0.4], [0.3, -0.9, 1.1], [-1.6, 0.3, 1.8], [-0.3, 1.3, -0.8], [0.5, -1.9, 1.6], [-1.0, 0.0, 0.0], [-0.5, -0.5, -0.5], [0.8, -1.0, -1.8], [0.4, -1.3, 0.2], [-2.4, 2.2, -0.2], [0.6, 2.3, 0.6], [1.4, -4.4, 0.1], [1.8, -0.8, -2.4], [1.1, 1.4, -0.3], [-2.8, -0.6, 2.4], [0.1, 0.6, 0.0], [-0.7, -1.6, -0.3], [1.5, 1.1, -0.8], [2.8, -0.9, -0.8], [0.7, 3.2, -2.0], [-4.0, -2.3, 3.2]],
  "mulliken_spin": [0.030, -0.003, -0.012, 0.903, 0.005, 0.003, 0.001, -0.016, -0.001, 0.004, -0.004, 0.090, 0.000, 0.000, 0.000, 0.000, 0.000, 0.000, 0.000, 0.000, 0.000, 0.000, 0.000, 0.000, 0.000, 0.000, 0.000, 0.000]
}


- What is the formula in the sixth record?
  C4H17NO5S


Repeat the second record exactly.
{
  "formula": "C4H17N3O3",
  "method": "wB97M-V/def2-TZVPD",
  "de_lowest_kcal_mol": 33.9,
  "total_energy_ev": -15035.5579,
  "smiles": "N/C=C(\\N)CCN.O.O.O",
  "species": ["C", "C", "C", "C", "N", "N", "N", "H", "H", "H", "H", "H", "H", "H", "H", "H", "H", "H", "H", "H", "O", "H", "H", "O", "H", "H", "O"],
  "coordinates": [[-1.3641, 1.9023, -0.6511], [-0.9197, 0.6619, 0.1206], [-0.1030, -0.3249, -0.6667], [1.1910, -0.5767, -0.9139], [1.5562, -1.7247, -1.6731], [-1.0897, -1.1390, -1.3558], [-2.4204, 1.8849, -1.6739], [-0.5044, 2.3849, -1.1204], [-1.7820, 2.4758, 0.1929], [-0.2994, 1.0647, 0.9740], [-1.6849, 0.0225, 0.6222], [1.8356, 0.2089, -0.4947], [2.4996, -1.8031, -2.0119], [1.2881, -2.5545, -1.1509], [-1.8970, -0.5691, -1.5823], [-0.6580, -1.5188, -2.1937], [-3.2709, 1.4038, -1.4306], [-2.0264, 1.6049, -2.5620], [2.0822, 0.9022, 1.7086], [2.8979, 1.6090, 0.6674], [2.1671, 1.7805, 1.2720], [1.4398, -0.1448, 3.5394], [1.5315, -1.3076, 2.5582], [2.0066, -0.5095, 2.8447], [-0.1354, -2.0613, 1.2524], [-1.5802, -1.6220, 1.7517], [-0.7602, -2.0502, 1.9769]],
  "forces_ev_per_a": [[-1.6, 0.3, 0.9], [2.4, -0.3, 1.4], [-2.0, -1.2, -1.8], [-0.4, 1.5, 1.2], [-0.4, 0.1, 0.3], [0.9, -0.1, 0.2], [1.0, 0.0, 0.0], [0.0, 0.1, 0.5], [0.4, 0.7, -0.6], [-0.5, -0.3, -0.9], [-0.1, 1.0, -0.6], [0.5, -1.0, -0.3], [0.1, 0.2, 0.2], [0.2, 0.0, -0.4], [0.1, -0.2, 0.0], [-0.3, -0.1, 0.0], [0.0, -0.2, 0.0], [-0.5, -0.2, 0.0], [-0.1, 0.5, 0.0], [0.0, 0.4, 0.0], [0.2, -0.6, 0.0], [0.1, -0.1, -0.1], [0.1, 0.4, 0.2], [-0.3, -0.3, 0.1], [-0.5, 0.3, -0.7], [0.0, 0.1, -0.6], [0.6, -0.6, 1.3]],
  "mulliken_charge": [-0.635, -0.518, -0.244, 0.268, -0.579, -0.529, -0.615, 0.365, 0.360, 0.161, 0.326, 0.214, 0.248, 0.204, 0.217, 0.283, 0.237, 0.253, 0.377, 0.311, -0.635, 0.336, 0.314, -0.716, 0.322, 0.316, -0.640]
}